Here is a structure of composition C22H24IN4O3ReSe2 from OMol25. Energies are from ωB97M-V/def2-TZVPD.

```
57
Properties=species:S:1:pos:R:3
Re 0.780 0.024 -0.442
O -1.894 3.951 5.586
C -2.637 4.367 4.795
O -3.365 4.757 3.977
C -1.182 2.684 2.875
C -0.162 1.876 3.267
C 0.394 1.105 2.244
N -0.100 1.182 0.992
C -1.100 2.023 0.662
C -1.702 2.835 1.626
C -1.427 2.016 -0.766
C -2.431 2.787 -1.327
C -2.644 2.751 -2.697
C -1.831 1.939 -3.474
C -0.844 1.200 -2.855
N -0.638 1.204 -1.529
C 1.534 0.189 2.411
C 2.139 -0.049 3.631
C 3.236 -0.899 3.698
C 3.688 -1.502 2.536
C 3.027 -1.238 1.351
N 1.976 -0.410 1.273
H 0.199 1.837 4.285
H -2.494 3.532 1.390
H -3.049 3.412 -0.698
H -3.420 3.354 -3.149
H -1.956 1.877 -4.546
H -0.186 0.573 -3.437
H 1.759 0.418 4.527
H 3.725 -1.079 4.646
H 4.541 -2.165 2.542
H 3.348 -1.717 0.436
C 3.931 0.379 -2.381
Se 2.511 -0.895 -2.008
C 1.857 -1.158 -3.831
C 0.776 -2.185 -3.754
Se -0.575 -1.599 -2.447
C -1.226 -3.347 -1.935
H 3.535 1.253 -2.892
H 4.668 -0.123 -3.001
H 4.395 0.675 -1.443
H 2.705 -1.505 -4.423
H 1.518 -0.213 -4.250
H 1.157 -3.146 -3.413
H 0.294 -2.327 -4.721
H -0.394 -4.035 -1.813
H -1.904 -3.704 -2.707
H -1.769 -3.250 -0.998
N -2.731 -1.174 0.412
C -1.669 -1.799 0.911
O -0.511 -1.615 0.474
C -1.911 -2.762 2.035
I -1.485 -1.711 3.868
H -2.623 -0.528 -0.355
H -3.663 -1.362 0.749
H -1.230 -3.605 1.994
H -2.941 -3.096 2.096
```

HOMO level (spin up / spin down)   -17.12 / -17.19 eV
LUMO level (spin up / spin down)   -0.3827 / -0.3845 Eh
HOMO-LUMO gap (spin up / spin down)   6.7 / 6.7 eV
Total charge   +3
Spin multiplicity   2
Largest force on an atom   4.22 eV/Å